(1)
# C2H3N3O2

A single C2H3N3O2 molecule (wB97M-V/def2-TZVPD, OMol25).

Properties
LUMO level (spin up / spin down) = -0.56 / -0.56 eV
Molecular weight = 101.06 g/mol
Kohn-Sham gap (spin up / spin down) = 8.1 / 8.1 eV

The geometry in ORCA input format:
```
! wB97M-V def2-TZVPD RIJCOSX def2/J DEFGRID3
* xyz 0 1
C -2.1077 0.5086 -0.1710
C -0.7281 0.1815 -0.1093
N -3.2530 0.2555 -0.1148
N -0.0062 1.1845 0.0393
N 2.2186 0.2408 -0.2446
O -0.8102 -1.0878 -0.2913
O 1.4051 1.2872 0.1262
H -3.8705 -0.5097 0.0452
H 2.9616 0.2560 0.4637
H 2.3342 0.2444 -1.2292
*
```

(2)
# C2H3N3O2

A single C2H3N3O2 molecule (wB97M-V/def2-TZVPD, OMol25).

Properties
LUMO level (spin up / spin down) = -0.14 / -0.14 eV
SMILES = O=c1cn[nH]n1O
Molecular weight = 101.06 g/mol
Kohn-Sham gap (spin up / spin down) = 8.3 / 8.3 eV

The geometry in ORCA input format:
```
! wB97M-V def2-TZVPD RIJCOSX def2/J DEFGRID3
* xyz 0 1
O 1.4905 -1.4425 0.6565
C 0.7196 -0.5272 0.6370
C 0.4454 0.7112 1.2576
N -0.3930 1.4861 0.5804
N -0.6047 0.9691 -0.6288
N -0.5390 -0.3926 -0.5044
O -0.3751 -1.1147 -1.6721
H 0.6786 0.9192 2.2850
H -1.2816 1.4010 -1.2438
H -0.1407 -2.0096 -1.3674
*
```

(3)
# C2H3N3OS

A single C2H3N3OS molecule (wB97M-V/def2-TZVPD, OMol25).

Properties
LUMO level = 0.77 eV
SMILES = On1cnc(S)n1
Molecular weight = 117.13 g/mol
Kohn-Sham gap = 9.6 eV

The geometry in ORCA input format:
```
! wB97M-V def2-TZVPD RIJCOSX def2/J DEFGRID3
* xyz 0 1
O 1.2515 1.8112 0.5737
N 0.6407 0.6978 0.0712
C 1.0418 -0.0130 -0.9712
N 0.1956 -1.0177 -1.1469
C -0.6963 -0.8291 -0.1585
S -2.0616 -1.9157 0.0609
N -0.4595 0.2203 0.6237
H 0.7103 2.0777 1.3323
H 1.9226 0.2280 -1.5341
H -2.5449 -1.2594 1.1488
*
```